1.
This record from the Open Molecules 2025 dataset describes C34H33IrN8O4S3 as an isolated structure. The level of theory is ωB97M-V/def2-TZVPD.

```
83
Properties=species:S:1:pos:R:3:forces:R:3
Ir -1.154 0.658 -0.759 0.07 2.63 -0.30
C 1.688 0.577 3.009 0.24 -0.24 -0.19
C 0.469 0.737 2.144 0.20 0.21 -0.29
N 0.531 0.423 0.878 -1.93 0.15 -0.82
N 1.650 -0.116 0.397 1.54 -0.37 -0.84
C 1.936 -0.015 -0.849 0.24 -0.32 1.24
S 1.073 0.915 -2.012 -2.58 0.01 1.05
S 3.357 -0.884 -1.440 0.05 -0.08 -0.20
C 4.391 0.565 -1.934 -0.35 -0.27 0.26
C 5.002 1.119 -0.692 0.15 0.19 0.03
C 6.250 0.675 -0.271 -0.08 0.10 -0.05
C 6.783 1.119 0.926 0.03 -0.06 0.05
C 6.064 1.995 1.722 0.01 0.04 0.07
C 4.828 2.456 1.299 0.00 0.01 0.09
C 4.298 2.020 0.099 0.08 -0.01 -0.11
C -0.687 1.365 2.723 -0.96 0.86 -0.66
C -0.886 1.353 4.112 -0.17 0.03 0.12
C -1.925 2.026 4.709 0.04 0.00 -0.02
C -2.813 2.785 3.935 0.35 -0.24 0.30
C -2.656 2.845 2.585 0.37 -0.37 -0.93
C -1.604 2.144 1.911 0.03 -0.91 3.38
O -1.498 2.297 0.662 0.89 -1.26 -4.28
H 2.496 0.111 2.449 -0.05 0.06 0.09
H 1.462 -0.036 3.877 -0.05 0.01 0.09
H 2.009 1.558 3.362 -0.08 -0.01 -0.02
H 3.734 1.268 -2.442 0.19 0.07 -0.12
H 5.132 0.170 -2.625 -0.05 0.03 -0.06
H 6.805 -0.017 -0.887 0.09 -0.08 -0.07
H 7.761 0.781 1.236 0.07 -0.04 0.05
H 6.468 2.319 2.670 0.07 0.08 0.05
H 4.278 3.163 1.903 -0.05 0.06 0.07
H 3.334 2.383 -0.229 -0.12 0.07 -0.05
H -0.231 0.767 4.737 0.04 -0.03 0.02
H -2.061 1.970 5.776 0.01 -0.05 0.12
H -3.624 3.316 4.409 -0.09 0.07 0.05
H -3.329 3.414 1.962 -0.04 0.11 -0.07
N 3.880 -3.647 0.428 0.42 -0.26 -0.09
C 2.594 -3.337 0.717 -0.45 0.00 0.24
C 1.570 -3.611 -0.207 0.12 0.09 0.08
C 0.258 -3.325 0.105 0.04 0.05 0.10
C -0.044 -2.732 1.316 -0.77 0.30 0.00
C 0.942 -2.494 2.257 -0.04 -0.08 -0.05
C 2.254 -2.793 1.966 -0.10 -0.15 -0.18
S -1.726 -2.271 1.660 0.90 -0.26 0.09
O -1.755 -1.637 2.947 0.33 -0.06 0.18
O -2.584 -3.383 1.386 0.16 -0.06 -0.22
N -2.014 -1.092 0.478 1.10 -0.22 -0.49
C -3.203 -0.542 0.638 -2.02 0.73 0.28
N -4.069 -0.974 1.557 0.11 -0.58 0.19
C -5.199 -0.342 1.725 0.01 0.26 -0.09
C -5.524 0.805 1.003 0.29 0.07 -0.41
C -4.601 1.185 0.043 -0.89 0.59 0.28
N -3.489 0.511 -0.170 2.21 -0.83 -0.10
H 4.124 -3.929 -0.506 0.07 0.07 0.13
H 4.619 -3.333 1.032 -0.02 0.00 -0.12
H 1.833 -4.051 -1.157 -0.01 -0.14 -0.14
H -0.557 -3.555 -0.560 0.01 -0.11 -0.15
H 0.635 -2.088 3.205 0.10 0.11 0.22
H 3.036 -2.614 2.688 0.09 0.03 0.14
H -5.856 -0.756 2.476 -0.17 0.03 0.09
H -6.435 1.349 1.175 -0.10 0.10 -0.08
H -4.765 2.054 -0.583 0.00 0.09 -0.01
C -1.007 3.158 -4.457 0.00 0.12 0.28
C -1.798 2.265 -3.544 -0.31 -0.22 -1.45
O -1.682 2.327 -2.323 0.45 -0.65 1.68
N -2.642 1.411 -4.149 0.13 -0.07 0.11
C -3.443 0.459 -3.405 -0.08 0.05 0.38
C -2.723 -0.849 -3.197 -0.59 -0.03 -0.18
C -3.272 -2.050 -3.623 0.17 0.29 0.04
C -2.531 -3.214 -3.505 0.27 0.07 0.10
C -1.236 -3.123 -3.022 -0.21 0.10 -0.22
C -0.780 -1.893 -2.585 0.42 -0.24 -0.03
N -1.519 -0.788 -2.624 0.27 0.45 1.39
H -0.768 4.078 -3.932 -0.01 0.05 0.02
H -1.532 3.381 -5.381 -0.03 -0.02 -0.06
H -0.068 2.658 -4.690 0.08 -0.06 -0.03
H -2.656 1.359 -5.156 0.07 0.13 0.07
H -4.384 0.295 -3.931 0.06 0.03 0.08
H -3.642 0.901 -2.426 -0.14 -0.04 -0.21
H -4.265 -2.063 -4.042 -0.09 0.03 -0.09
H -2.944 -4.163 -3.808 -0.05 -0.10 -0.05
H -0.592 -3.985 -2.977 0.07 -0.08 0.06
H 0.224 -1.782 -2.200 0.00 -0.01 0.15
```
Forces are in eV/Å.

Computed properties:
- charge = +1
- multiplicity = 2
- E_HOMO (alpha / beta) (eV) = -10.20 / -10.22
- LUMO (alpha / beta) (eV) = -5.070 / -4.829
- energy above the lowest of the compared OMol25 structures with the same formula, charge and spin (eV) = 5.044
- total energy (a.u.) = -3353.03299

***

2.
This record from the Open Molecules 2025 dataset describes C34H33N13O2SV as an isolated structure. The level of theory is ωB97M-V/def2-TZVPD.

```
84
Properties=species:S:1:pos:R:3:forces:R:3
V 0.621 -1.479 0.107 -0.40 0.25 -0.32
C 0.807 2.465 -5.209 0.06 -0.01 -0.02
C 0.070 2.498 -3.875 0.00 0.02 0.08
N -0.980 1.505 -3.785 0.02 -0.16 -0.09
C -0.763 0.227 -3.317 0.01 0.26 0.10
S -1.913 -0.959 -3.786 -0.07 -0.11 -0.02
N 0.269 0.100 -2.505 0.03 -0.09 -0.13
N 0.550 -1.138 -2.016 0.00 -0.04 0.13
C 0.920 -2.100 -2.790 -0.02 -0.18 -0.01
C 1.126 -1.994 -4.263 0.06 0.08 0.00
C 1.176 -3.395 -2.117 0.05 0.03 -0.11
C 1.509 -4.540 -2.839 -0.07 -0.03 0.08
C 1.726 -5.729 -2.166 0.01 0.01 -0.03
C 1.611 -5.758 -0.786 -0.02 0.01 0.04
C 1.275 -4.583 -0.139 -0.01 0.01 0.00
N 1.060 -3.435 -0.777 -0.01 0.14 -0.05
H 1.587 3.228 -5.243 0.01 0.00 0.00
H 1.272 1.490 -5.368 0.01 0.00 0.02
H 0.123 2.646 -6.040 -0.02 0.01 0.01
H 0.762 2.313 -3.054 0.00 0.00 -0.03
H -0.363 3.488 -3.712 -0.05 0.00 -0.03
H -1.686 1.513 -4.504 -0.02 0.09 0.06
H 0.273 -2.411 -4.803 0.00 -0.01 0.01
H 1.193 -0.946 -4.546 -0.01 0.01 0.02
H 2.043 -2.505 -4.564 0.01 -0.01 0.00
H 1.576 -4.499 -3.915 0.00 0.00 -0.01
H 1.980 -6.626 -2.716 0.00 0.00 0.00
H 1.770 -6.663 -0.217 0.00 -0.01 -0.01
H 1.170 -4.551 0.940 0.01 -0.01 0.00
N 4.922 -1.503 0.077 0.01 0.00 0.01
C 3.835 -1.094 -0.590 -0.03 0.03 -0.01
N 2.775 -1.320 0.148 0.12 -0.07 -0.02
C 3.284 -1.871 1.284 0.05 0.00 0.13
N 4.587 -2.009 1.281 0.01 0.07 -0.06
C 2.389 -2.169 2.402 0.05 0.05 0.06
C 2.836 -2.472 3.680 -0.06 -0.01 -0.04
N 1.994 -2.606 4.696 0.03 -0.01 0.02
C 0.705 -2.411 4.434 -0.07 0.02 -0.05
C 0.242 -2.126 3.159 0.04 -0.05 -0.02
N 1.085 -2.027 2.133 0.09 -0.11 0.25
H 5.887 -1.458 -0.202 -0.01 0.00 0.01
H 3.848 -0.643 -1.569 0.00 -0.02 -0.01
H 3.894 -2.592 3.870 0.00 0.00 0.02
H 0.009 -2.482 5.260 0.03 -0.01 0.02
H -0.807 -1.968 2.947 0.00 0.00 0.01
N -3.566 -2.359 -0.361 0.01 0.01 0.02
C -3.292 -3.438 0.448 0.01 0.00 0.00
C -1.986 -3.302 0.794 -0.03 -0.06 -0.07
N -1.467 -2.164 0.209 0.19 0.16 0.11
C -2.449 -1.622 -0.479 -0.04 0.02 -0.07
H -4.438 -2.145 -0.813 0.01 -0.02 -0.02
H -4.028 -4.181 0.694 0.00 0.00 0.01
H -1.385 -3.955 1.405 -0.01 0.00 0.01
H -2.384 -0.722 -1.066 0.01 -0.01 0.03
O 2.237 0.691 2.191 0.03 0.10 -0.09
C 1.141 1.109 1.839 -0.09 -0.17 0.23
N 0.532 2.212 2.397 0.02 -0.03 0.02
C -0.708 2.523 1.719 0.02 0.09 -0.07
C -0.795 1.304 0.757 -0.06 -0.02 0.09
O -1.749 1.110 0.030 0.04 0.08 -0.03
N 0.305 0.528 0.907 0.09 -0.34 -0.15
C -1.919 2.486 2.638 -0.02 -0.02 0.05
C -3.174 2.816 2.128 0.00 0.01 -0.04
C -4.299 2.742 2.931 -0.02 0.01 0.00
C -4.190 2.339 4.257 0.01 -0.01 0.01
C -2.946 2.005 4.768 -0.01 0.00 0.01
C -1.817 2.075 3.960 0.04 0.02 -0.04
C -0.583 3.833 0.952 0.01 0.00 -0.01
C -0.836 5.038 1.600 0.00 0.02 0.03
C -0.618 6.248 0.959 0.00 -0.02 0.00
C -0.145 6.265 -0.344 0.00 0.00 0.00
C 0.102 5.067 -0.998 0.01 0.01 -0.03
C -0.118 3.855 -0.360 -0.02 0.00 0.00
H 1.106 2.909 2.841 -0.01 0.05 -0.04
H -3.263 3.119 1.093 0.01 0.00 0.00
H -5.267 3.000 2.521 0.00 0.00 0.00
H -5.070 2.289 4.885 0.00 -0.01 0.00
H -2.848 1.691 5.799 -0.01 0.00 0.00
H -0.846 1.809 4.357 0.00 0.00 0.01
H -1.215 5.030 2.616 0.00 -0.02 0.00
H -0.821 7.176 1.479 0.00 0.00 0.00
H 0.024 7.207 -0.851 0.00 0.00 0.00
H 0.467 5.075 -2.017 0.00 -0.01 -0.03
H 0.062 2.927 -0.894 -0.01 0.01 0.04
```
Forces are in eV/Å.

Computed properties:
- charge = 0
- multiplicity = 4
- E_HOMO (alpha / beta) (eV) = -6.80 / -6.85
- LUMO (alpha / beta) (eV) = -0.365 / -0.496
- energy above the lowest of the compared OMol25 structures with the same formula, charge and spin (eV) = 0.000
- total energy (a.u.) = -3520.12034

***

3.
This record from the Open Molecules 2025 dataset describes C34H33N2NiS3Sb as an isolated structure. The level of theory is ωB97M-V/def2-TZVPD.

```
74
Properties=species:S:1:pos:R:3:forces:R:3
Ni -0.367 -0.946 0.183 -0.06 -0.43 0.04
C -1.632 0.536 2.442 0.02 -0.05 0.01
N -1.814 -0.693 1.640 -0.05 -0.10 0.26
C -1.600 -1.890 2.511 0.02 0.11 -0.08
C -1.489 -3.180 1.709 -0.02 -0.03 0.09
N -0.257 -3.204 0.931 -0.05 0.34 0.06
C 0.929 -3.535 1.715 0.03 0.01 0.01
C -0.285 -3.958 -0.288 -0.07 -0.18 -0.10
C -0.839 -5.233 -0.329 0.01 0.05 0.09
C -0.813 -5.984 -1.494 0.00 -0.01 -0.03
C -0.210 -5.454 -2.626 0.05 0.11 0.01
C 0.335 -4.178 -2.595 -0.05 -0.10 -0.02
C 0.296 -3.404 -1.435 0.00 0.05 -0.03
S 0.942 -1.766 -1.436 0.33 -0.05 -0.20
C -3.180 -0.710 1.097 0.00 0.01 0.22
C -4.285 -0.597 1.936 -0.01 -0.01 0.04
C -5.568 -0.612 1.416 0.03 0.00 0.01
C -5.741 -0.744 0.041 0.07 0.00 -0.04
C -4.642 -0.860 -0.790 -0.10 0.01 0.02
C -3.340 -0.843 -0.272 -0.02 0.01 -0.21
S -1.947 -0.999 -1.306 -0.17 0.02 -0.23
H -2.308 0.557 3.300 -0.03 0.01 0.00
H -1.836 1.400 1.810 -0.01 0.01 -0.01
H -0.604 0.585 2.791 -0.02 0.01 0.01
H -2.422 -1.973 3.227 -0.02 0.01 0.04
H -0.683 -1.715 3.077 0.01 0.02 -0.01
H -2.333 -3.251 1.021 -0.01 0.00 -0.02
H -1.557 -4.026 2.409 -0.01 0.00 -0.01
H 0.907 -4.578 2.060 -0.01 0.00 0.00
H 1.011 -2.880 2.584 -0.01 -0.01 -0.01
H 1.814 -3.379 1.099 -0.01 0.01 -0.01
H -1.293 -5.642 0.567 0.01 0.01 -0.03
H -1.256 -6.972 -1.515 0.01 0.02 0.00
H -0.179 -6.028 -3.544 0.00 0.01 0.01
H 0.774 -3.750 -3.488 -0.01 -0.01 0.02
H -4.155 -0.499 3.008 0.01 0.00 -0.03
H -6.421 -0.525 2.076 0.01 0.00 -0.02
H -6.739 -0.759 -0.380 0.01 0.00 -0.01
H -4.769 -0.971 -1.860 0.00 0.00 0.03
S 1.482 -0.214 1.470 0.04 0.08 0.03
Sb 1.719 1.487 -0.033 0.04 0.27 0.13
C 3.669 1.553 -0.815 0.03 -0.08 -0.03
C 3.928 1.722 -2.171 0.03 0.07 0.07
C 5.244 1.769 -2.615 -0.01 0.00 0.05
C 6.288 1.649 -1.708 -0.04 0.00 0.01
C 6.026 1.483 -0.353 -0.03 0.00 -0.02
C 4.715 1.429 0.098 -0.01 -0.03 -0.17
C 1.582 3.284 1.074 0.03 0.03 0.05
C 1.424 3.232 2.454 -0.02 0.07 -0.05
C 1.349 4.412 3.187 0.00 -0.01 -0.08
C 1.433 5.637 2.540 0.02 -0.05 -0.03
C 1.598 5.689 1.160 -0.01 -0.03 0.05
C 1.673 4.514 0.426 -0.03 -0.02 0.05
C 0.325 1.829 -1.568 0.02 -0.05 -0.02
C -0.828 2.526 -1.217 0.01 -0.07 -0.15
C -1.830 2.711 -2.158 0.04 0.06 0.02
C -1.670 2.220 -3.445 0.02 0.01 -0.03
C -0.514 1.536 -3.795 0.01 0.00 0.03
C 0.487 1.328 -2.858 -0.14 0.02 0.13
H 3.116 1.825 -2.881 0.12 0.02 0.05
H 5.450 1.896 -3.670 0.01 0.00 0.01
H 7.312 1.683 -2.058 0.00 0.00 0.00
H 6.841 1.387 0.352 -0.01 0.00 -0.02
H 4.512 1.276 1.152 -0.01 0.00 -0.01
H 1.359 2.269 2.950 0.00 0.01 0.00
H 1.225 4.372 4.262 0.00 0.00 -0.01
H 1.373 6.555 3.112 0.00 -0.02 -0.01
H 1.665 6.646 0.657 0.00 -0.02 0.01
H 1.794 4.563 -0.651 0.00 0.00 0.00
H -0.961 2.912 -0.215 0.01 0.03 0.08
H -2.736 3.234 -1.883 0.00 -0.01 0.00
H -2.455 2.361 -4.178 0.02 -0.01 0.02
H -0.397 1.138 -4.795 -0.01 0.00 -0.01
H 1.358 0.747 -3.123 -0.05 -0.08 -0.01
```
Forces are in eV/Å.

Computed properties:
- charge = 0
- E_HOMO (alpha / beta) (eV) = -6.73 / -6.72
- LUMO (alpha / beta) (eV) = 0.215 / 0.203
- total energy (a.u.) = -4368.05036

***

Which formula does entry 2 have?
C34H33N13O2SV